Record 1
The following is a quantum chemistry calculation of a structure of composition C47H59As2CaF3GeN2O5STe, from the OMol25 dataset.

Geometry as XYZ:
```
122
C47H59As2CaF3GeN2O5STe the ωB97M-V functional and the def2-TZVPD basis
Ca -0.1845 0.1929 -0.0532
C -2.9650 4.0153 -0.2276
As -1.8480 2.6226 -1.0048
C -3.4107 1.5032 -1.5237
C -1.5020 3.3462 -2.7976
C -1.7817 4.6742 -3.1102
C -1.4870 5.1809 -4.3687
C -0.9161 4.3616 -5.3295
C -0.6334 3.0377 -5.0252
C -0.9128 2.5224 -3.7647
As -0.4531 0.6751 -3.2823
C -1.7538 -0.2209 -4.4613
C 1.1334 0.3650 -4.3685
H -3.8115 4.2160 -0.8853
H -2.3884 4.9187 -0.0381
H -3.3071 3.6403 0.7376
H -3.9354 2.0013 -2.3399
H -4.0566 1.4441 -0.6473
H -3.1222 0.4954 -1.8159
H -2.2157 5.3269 -2.3635
H -1.6940 6.2211 -4.5918
H -0.6764 4.7570 -6.3100
H -0.1680 2.4080 -5.7756
H -1.7408 0.2366 -5.4521
H -2.7529 -0.1473 -4.0342
H -1.4743 -1.2722 -4.5424
H 0.8809 0.3176 -5.4288
H 1.5648 -0.5838 -4.0487
H 1.8382 1.1689 -4.1622
Te 2.0589 2.5073 -1.0884
C 4.1356 2.3021 -0.9417
C 4.9142 2.1279 0.1742
C 6.3068 2.0447 -0.1094
C 6.5834 2.1525 -1.4391
S 5.1350 2.3561 -2.3373
H 4.4917 2.0644 1.1669
H 7.0688 1.9126 0.6480
H 7.5507 2.1241 -1.9154
F -2.3919 7.7815 2.2861
C -2.8100 6.7301 3.0380
F -4.1518 6.5640 2.7255
F -2.8916 7.2359 4.3320
C -2.0024 5.5465 2.8759
C -0.8240 5.5062 2.0721
C -0.0766 4.3858 1.9510
N -0.3844 3.2197 2.6732
C -1.6161 3.1902 3.3129
C -2.3847 4.2991 3.4491
H -0.5159 6.3705 1.4960
H 0.7987 4.3045 1.3220
H -1.9222 2.2164 3.6680
H -3.3340 4.1900 3.9614
C 2.3911 0.1892 4.2768
Ge 0.6096 1.0454 4.2825
C -0.7697 -0.3652 4.4979
C 0.4655 2.0199 6.0046
C 0.5342 2.1748 2.7772
H 3.0293 0.6838 5.0117
H 2.8497 0.2931 3.2929
H 2.3324 -0.8726 4.5269
H -0.3532 -1.2046 5.0629
H -1.1290 -0.7325 3.5389
H -1.6192 0.0337 5.0581
H 0.5714 1.3385 6.8528
H -0.4959 2.5293 6.0809
H 1.2537 2.7734 6.0527
H 1.3635 2.2475 2.0851
O -1.9741 -1.1909 -0.0820
C -2.5347 -0.5517 0.8562
O -2.0802 0.5048 1.3527
C -3.8328 -1.1016 1.4024
C -4.4963 -0.3909 2.3950
C -5.7021 -0.8550 2.9294
C -6.1786 -2.0394 2.4231
O -7.3349 -2.7085 2.7787
C -7.3723 -3.8765 1.9657
O -6.2266 -3.8903 1.1291
C -5.5157 -2.7455 1.4370
C -4.3355 -2.3082 0.8975
H -4.0518 0.5308 2.7447
H -6.2287 -0.3118 3.7012
H -8.2735 -3.8475 1.3449
H -7.3580 -4.7601 2.6116
H -3.8000 -2.8394 0.1244
C 4.2690 -5.9382 -4.6112
C 3.3836 -4.9433 -3.9154
C 3.8858 -3.7763 -3.3537
C 3.1062 -2.8479 -2.6781
C 3.8011 -1.6000 -2.1850
C 1.7014 -3.0968 -2.5270
C 0.8127 -2.2546 -1.8015
O 1.1469 -1.2080 -1.1315
C 1.1734 -4.2911 -3.1348
C -0.2924 -4.6146 -3.0466
C 2.0044 -5.1659 -3.7947
H 5.2512 -5.5099 -4.8213
H 3.8411 -6.2644 -5.5639
H 4.4303 -6.8412 -4.0113
H 4.9492 -3.5649 -3.4487
H 4.7819 -1.8534 -1.7725
H 3.2252 -1.0528 -1.4455
H 3.9804 -0.9028 -3.0104
H -0.2423 -2.5455 -1.7852
H -0.6188 -4.7528 -2.0113
H -0.5110 -5.5297 -3.5994
H -0.9134 -3.8114 -3.4544
H 1.5664 -6.0595 -4.2342
C 2.3596 -4.2483 0.8836
C 2.6374 -3.1998 1.9661
C 4.0041 -2.5437 1.7397
C 2.5546 -3.8180 3.3648
C 1.6134 -2.1485 1.8584
N 0.8511 -1.2974 1.7742
H 3.1516 -5.0004 0.9127
H 2.3393 -3.8011 -0.1077
H 1.4010 -4.7405 1.0548
H 4.7698 -3.3221 1.7406
H 4.2242 -1.8237 2.5283
H 4.0337 -2.0280 0.7799
H 3.2983 -4.6139 3.4421
H 1.5687 -4.2458 3.5479
H 2.7594 -3.0727 4.1332
```

HOMO energy (alpha / beta) in eV: -0.828 / 0.383
E in eV: -285829.6653
Total charge: -2

Record 2
The following is a quantum chemistry calculation of a structure of composition C47H60BCsN5O5, from the OMol25 dataset.

Geometry as XYZ:
```
119
C47H60BCsN5O5 the ωB97M-V functional and the def2-TZVPD basis
Cs -1.5986 -0.8162 0.4996
C 2.6395 -4.7509 0.9484
C 1.2976 -4.9491 0.2947
C 1.1463 -4.7454 -1.0730
C -0.0778 -4.9318 -1.7021
C -0.2283 -4.6781 -3.1777
C -1.1607 -5.3573 -0.9375
C -1.0401 -5.5689 0.4292
C -2.2220 -6.0140 1.2514
C 0.1948 -5.3544 1.0347
H 3.1722 -3.9156 0.4933
H 3.2539 -5.6465 0.8271
H 2.5389 -4.5530 2.0155
H 1.9963 -4.4150 -1.6598
H 0.4193 -3.8611 -3.4957
H -1.2539 -4.4076 -3.4269
H 0.0374 -5.5680 -3.7541
H -2.1192 -5.5194 -1.4203
H -2.0327 -6.9865 1.7098
H -3.1186 -6.0928 0.6378
H -2.4198 -5.3002 2.0540
H 0.2982 -5.5042 2.1051
O -1.4816 -0.9154 -3.0968
C -2.6170 -0.2840 -3.6232
C -3.8351 -0.2593 -2.7159
C -5.0363 0.2237 -3.2199
C -6.1511 0.2687 -2.4006
C -6.0130 -0.1668 -1.0887
C -4.7819 -0.6301 -0.6756
N -3.7013 -0.6951 -1.4632
H -1.1266 -0.3608 -2.3821
H -2.8760 -0.8300 -4.5336
H -2.3886 0.7494 -3.9160
H -5.0920 0.5667 -4.2463
H -7.0985 0.6364 -2.7713
H -6.8459 -0.1379 -0.3994
H -4.6388 -0.9601 0.3493
C -0.5488 -3.5081 4.5545
C -1.1983 -2.1687 4.6191
N -1.5153 -1.4194 3.5934
C -2.0963 -0.2866 4.1179
C -2.1203 -0.3609 5.4863
N -1.5492 -1.5619 5.7836
C -2.6069 0.5307 6.5987
O -3.1370 1.6227 6.2294
O -2.4134 0.1131 7.7443
C -2.6289 0.7956 3.2711
O -3.2246 1.7720 3.8847
O -2.5347 0.7489 2.0459
H -0.4211 -3.7914 3.5127
H -1.1655 -4.2557 5.0578
H 0.4300 -3.4907 5.0380
H -1.4353 -1.8626 6.7392
H -3.2218 1.6669 4.9620
C 4.4494 -0.1628 -1.6823
C 3.4125 -0.7587 -2.6409
C 2.4525 -1.6961 -1.9028
C 2.6585 0.2737 -3.4682
C 2.6426 0.0770 -4.8460
C 1.9924 0.9476 -5.7027
C 1.3400 2.0476 -5.1803
C 1.3273 2.2840 -3.8110
C 0.5833 3.4942 -3.2815
C -0.8989 3.4522 -3.6615
C 1.2290 4.7952 -3.7688
C 1.9904 1.3981 -2.9420
N 1.9892 1.7054 -1.5584
B 1.0272 1.3316 -0.5134
N 1.4893 2.1818 0.5908
C 2.5789 2.9632 0.1921
C 2.8669 2.6981 -1.0933
C 0.9411 2.3491 1.9027
C -0.0701 3.3087 2.1594
C -0.5265 3.4671 3.4660
C -0.0534 2.6974 4.5085
C 0.9113 1.7488 4.2465
C 1.4305 1.5625 2.9674
C 2.5265 0.5073 2.8717
C 2.1828 -0.6815 1.9759
C 3.8972 1.0871 2.5035
C -0.7816 4.2047 1.1445
C 0.1262 5.1773 0.3870
C -1.7109 3.4310 0.2045
H 5.0465 -0.9670 -1.2436
H 3.9743 0.3867 -0.8734
H 5.1262 0.5142 -2.2093
H 3.9709 -1.3633 -3.3641
H 1.8063 -1.1244 -1.2325
H 3.0126 -2.4305 -1.3164
H 1.8066 -2.2209 -2.6113
H 3.1531 -0.7867 -5.2591
H 1.9881 0.7643 -6.7709
H 0.8286 2.7344 -5.8459
H 0.6400 3.4796 -2.1956
H -1.0337 3.4794 -4.7458
H -1.4167 4.3127 -3.2315
H -1.3644 2.5441 -3.2739
H 1.1548 4.8879 -4.8552
H 2.2852 4.8278 -3.4958
H 0.7315 5.6569 -3.3174
H 3.0713 3.6492 0.8649
H 3.6453 3.1104 -1.7189
H -1.3056 4.1931 3.6652
H -0.4578 2.8153 5.5069
H 1.2753 1.1280 5.0586
H 2.6216 0.1134 3.8883
H 2.1353 -0.3761 0.9326
H 1.2106 -1.1003 2.2468
H 2.9453 -1.4593 2.0857
H 3.9373 1.3649 1.4521
H 4.6782 0.3447 2.6897
H 4.1167 1.9715 3.1060
H -1.4382 4.8332 1.7534
H 0.7795 4.6659 -0.3138
H 0.7500 5.7427 1.0843
H -0.4870 5.8883 -0.1750
H -1.1494 2.7928 -0.4771
H -2.3205 4.1332 -0.3738
H -2.3729 2.7892 0.7899
```

HOMO energy in eV: -2.847
E in eV: -68630.5544
Total charge: -1

Record 3
The following is a quantum chemistry calculation of a structure of composition C47H60BrClHfNO5SSi, from the OMol25 dataset.

Geometry as XYZ:
```
118
C47H60BrClHfNO5SSi the ωB97M-V functional and the def2-TZVPD basis
Hf -0.7902 0.6606 2.3186
C 0.3794 -4.8672 -2.6946
C -0.9655 -4.8873 -2.0148
C -1.1419 -6.2173 -1.3677
C -2.0700 -4.7340 -3.1851
C -1.1845 -3.7061 -1.0438
C -0.6381 -2.5088 -1.3476
C -1.0136 -1.3978 -0.6578
N -0.5826 -0.0876 -1.1339
C 0.8130 0.0038 -1.1717
C 1.5614 0.0564 -2.3474
C 2.9423 0.2915 -2.3284
C 3.5460 0.3226 -1.0665
C 2.8557 0.1525 0.1313
C 1.4738 0.1180 0.1105
O 0.7809 0.1809 1.2530
C 3.5613 -0.0675 1.4583
C 5.0603 -0.4489 1.3556
C 3.3451 1.0899 2.4448
C 2.9710 -1.3223 2.1148
C 3.7703 0.3572 -3.6380
C 3.6469 -0.9659 -4.3370
C 5.1687 0.8178 -3.3445
C 3.0741 1.4660 -4.5011
C -1.8625 -1.4177 0.4510
O -2.1571 -0.4068 1.2805
C -2.5176 -2.6676 0.7486
C -2.1378 -3.7268 -0.0504
C -3.7241 -2.7455 1.6968
C -4.9336 -1.9891 1.0326
C -3.3691 -2.3595 3.1752
C -4.2244 -4.2384 1.7587
H 0.3941 -5.5341 -3.5557
H 1.1994 -5.3024 -2.0659
H 0.6778 -3.8915 -3.0485
H -0.6349 -7.0427 -1.9616
H -2.1914 -6.4457 -1.0893
H -0.6024 -6.2771 -0.4200
H -2.0269 -5.5120 -3.9517
H -1.9280 -3.7938 -3.7398
H -3.1788 -4.6604 -2.8281
H -0.0318 -2.3823 -2.2391
H 0.9909 -0.0799 -3.2415
H 4.6010 0.3874 -0.9911
H 5.5644 0.4350 0.9313
H 5.1917 -1.4088 0.8187
H 5.4137 -0.5616 2.4090
H 3.7719 2.0358 1.9429
H 3.8436 0.8595 3.3698
H 2.3131 1.3008 2.6536
H 2.9936 -2.2141 1.4916
H 1.9208 -1.2947 2.2582
H 3.3753 -1.4441 3.1088
H 4.2787 -1.6571 -3.8539
H 3.9317 -0.8409 -5.3716
H 2.6198 -1.3524 -4.2208
H 5.6977 0.1453 -2.6673
H 5.1438 1.7886 -2.8990
H 5.7120 0.8811 -4.2788
H 2.1675 1.0219 -4.9700
H 3.7727 1.8114 -5.2493
H 2.8317 2.3482 -3.9070
H -2.6479 -4.6610 0.1170
H -4.7669 -0.8957 1.1115
H -5.8417 -2.2494 1.5940
H -4.9996 -2.3674 0.0065
H -3.1842 -1.3195 3.2760
H -2.6274 -3.0566 3.5074
H -4.2564 -2.4730 3.8035
H -4.5740 -4.6065 0.8048
H -5.0394 -4.2026 2.4927
H -3.3588 -4.8415 2.1863
Br 0.3799 3.1194 0.8654
C 1.0565 4.1215 2.3380
C 1.7944 5.2468 2.1548
C 2.4154 5.8434 3.2999
C 2.3319 5.2747 4.5466
C 1.6257 4.0552 4.7121
C 1.5191 3.5100 5.9977
C 0.7206 2.4117 6.1824
C 0.1511 1.7726 5.0611
C 0.2281 2.1801 3.7440
C 1.0066 3.4273 3.5782
H 1.9875 5.8192 1.2530
H 2.9249 6.7569 3.0219
H 2.7634 5.7611 5.4182
H 2.1501 3.9831 6.8132
H 0.6449 1.9378 7.1370
H -0.3431 0.7943 5.2328
Cl -0.2390 -1.3501 3.8046
C -1.5800 -0.1877 -4.0195
Si -1.6431 0.6199 -2.3186
C -3.3214 0.2445 -1.5905
C -1.3019 2.4328 -2.4850
C -0.0507 2.7356 -2.9991
C 0.5056 4.0251 -2.8881
C -0.2200 5.0805 -2.2975
C -1.5574 4.7974 -1.8769
C -2.0354 3.5401 -1.9770
H -2.3375 0.2970 -4.5844
H -1.8626 -1.2522 -3.8528
H -0.6660 -0.1073 -4.5495
H -4.0499 0.8708 -2.1273
H -3.2396 0.6524 -0.5934
H -3.5893 -0.8062 -1.6387
H 0.6303 2.0460 -3.5805
H 1.4872 4.1607 -3.2591
H 0.2451 6.0441 -2.2300
H -2.1930 5.6220 -1.5336
H -3.0465 3.3872 -1.5804
C -4.7650 1.7475 2.2383
S -3.2062 2.2400 2.8688
O -2.5919 1.1386 3.6421
O -3.4705 3.4643 3.5618
O -2.2350 2.3217 1.7355
H -5.4321 1.5895 3.0972
H -4.5768 0.7703 1.7224
H -5.1686 2.4595 1.5211
```

HOMO energy in eV: -5.164
E in eV: -164033.7998
Total charge: -1

Record 4
The following is a quantum chemistry calculation of a structure of composition C47H60NO7SeV, from the OMol25 dataset.

Geometry as XYZ:
```
117
C47H60NO7SeV the ωB97M-V functional and the def2-TZVPD basis
V -0.5710 1.0176 0.2517
C 4.7034 -3.1728 -3.0768
C 3.5870 -2.7060 -4.0117
C 4.2103 -1.8878 -5.1502
C 2.8804 -3.9403 -4.5887
C 2.5568 -1.8470 -3.2797
C 2.6702 -1.5463 -1.9192
C 1.6840 -0.7895 -1.3275
Se 1.6871 -0.3244 0.5253
C 0.7578 -1.8605 1.1762
C 1.3864 -3.0583 1.4404
C 0.6129 -4.1216 1.9135
C -0.7429 -3.9007 2.1380
C -1.4174 -2.6943 1.9142
C -0.6043 -1.6865 1.3918
O -1.0762 -0.4405 1.0724
C -2.9099 -2.6328 2.2467
C -3.6383 -3.6579 1.3681
C -3.0805 -3.0067 3.7247
C -3.5738 -1.2694 2.0348
C 1.2079 -5.4982 2.1938
C 0.9782 -5.8583 3.6671
C 2.7082 -5.5381 1.9085
C 0.5100 -6.5278 1.2951
C 0.6086 -0.3182 -2.0676
O -0.3060 0.4261 -1.3174
C 0.4524 -0.5317 -3.4316
C 1.4704 -1.3308 -3.9799
C -0.6391 -0.0080 -4.3701
C 0.0412 0.8000 -5.4832
C -1.3741 -1.2086 -4.9770
C -1.6810 0.9029 -3.7129
H 5.4089 -3.7867 -3.6350
H 5.2641 -2.3359 -2.6585
H 4.3210 -3.7840 -2.2573
H 4.9540 -2.4899 -5.6709
H 3.4689 -1.5777 -5.8856
H 4.7055 -0.9942 -4.7696
H 3.6078 -4.5806 -5.0863
H 2.3980 -4.5231 -3.8031
H 2.1237 -3.6705 -5.3242
H 3.5178 -1.8912 -1.3460
H 2.4490 -3.1689 1.2885
H -1.3257 -4.7246 2.5248
H -3.2971 -4.6737 1.5601
H -4.7077 -3.6255 1.5732
H -3.4883 -3.4469 0.3084
H -2.7470 -4.0219 3.9320
H -2.5233 -2.3275 4.3705
H -4.1333 -2.9471 3.9973
H -3.5734 -0.9775 0.9835
H -4.6142 -1.3487 2.3537
H -3.1056 -0.4800 2.6222
H 1.4303 -5.1192 4.3286
H -0.0812 -5.9287 3.9104
H 1.4278 -6.8263 3.8846
H 3.2653 -4.8470 2.5423
H 3.0860 -6.5387 2.1111
H 2.9325 -5.3136 0.8644
H -0.5596 -6.5837 1.4948
H 0.6458 -6.2866 0.2402
H 0.9296 -7.5179 1.4719
H 1.4075 -1.5494 -5.0368
H 0.7354 0.1962 -6.0638
H -0.7129 1.1815 -6.1712
H 0.5925 1.6475 -5.0741
H -0.7003 -1.8678 -5.5213
H -1.8711 -1.7985 -4.2059
H -2.1300 -0.8605 -5.6803
H -1.2224 1.7850 -3.2607
H -2.3684 1.2433 -4.4896
H -2.2703 0.3724 -2.9622
O 0.6746 2.1240 2.1715
C 0.9585 3.5194 1.8649
C 0.0987 3.7264 0.6145
O -0.6221 4.6608 0.3673
O 0.1527 2.6787 -0.2039
C 0.4600 4.3930 3.0004
C -0.7121 4.0487 3.6683
C -1.1938 4.8528 4.6883
C -0.5137 6.0082 5.0435
C 0.6494 6.3579 4.3739
C 1.1380 5.5527 3.3566
C 2.4230 3.7131 1.5253
C 2.8149 4.5656 0.5033
C 4.1626 4.7632 0.2389
C 5.1231 4.1106 0.9939
C 4.7346 3.2578 2.0177
C 3.3901 3.0606 2.2834
H 0.7092 2.0240 3.1329
H -1.2701 3.1640 3.3874
H -2.1046 4.5763 5.2007
H -0.8873 6.6331 5.8424
H 1.1848 7.2552 4.6488
H 2.0502 5.8312 2.8490
H 2.0802 5.0991 -0.0873
H 4.4587 5.4312 -0.5563
H 6.1720 4.2691 0.7900
H 5.4805 2.7518 2.6146
H 3.1021 2.4002 3.0920
O -3.4761 2.8557 2.3971
C -3.0624 2.5498 1.3156
O -1.8981 1.9411 1.1496
C -3.7958 2.8620 0.0116
N -3.1854 4.1186 -0.5769
C -4.2968 4.8047 -1.3232
C -5.4833 4.5985 -0.4007
C -5.2904 3.1841 0.1650
H -3.6205 2.0677 -0.7183
H -2.3641 3.9254 -1.1538
H -2.8187 4.7237 0.1700
H -4.4102 4.2784 -2.2717
H -4.0093 5.8367 -1.5088
H -6.4206 4.7081 -0.9408
H -5.4735 5.3397 0.3983
H -5.8769 2.4471 -0.3797
H -5.5699 3.1344 1.2157
```

HOMO energy in eV: -13.440
E in eV: -156557.9556
Total charge: +2